120
Properties=species:S:1:pos:R:3 method="wB97M-V/def2-TZVPD" e_homo_ev="-9.51 / -9.51" total_charge=+1 lumo_ev="-3.70 / -3.70" gap_ev="5.816 / 5.813"
C 2.4290 -3.0808 -0.9880
N 1.3023 -2.2286 -1.5153
H 2.8269 3.4653 0.6552
H 3.5987 -4.2266 -3.8729
H 1.8450 5.8897 -2.2258
C -1.0681 -1.2112 2.4706
H 1.3686 -4.3219 -4.7305
C 1.7897 -1.6518 -2.8066
C -3.8212 -3.6277 1.8630
C 1.7631 3.1638 -4.4582
C 2.7026 2.2629 -5.2623
C 1.9140 2.3681 2.9412
C 1.2448 1.4017 5.2280
H 0.2489 -2.9753 -4.4333
H 2.0906 5.5484 -0.5201
H -4.0690 -2.2768 -4.2802
N 0.7017 0.9749 1.5360
C 0.0736 2.1703 5.8417
H -3.7413 -4.3043 2.7158
H 3.2833 -2.4393 -0.7896
C -2.0018 -2.1829 2.9717
C 1.6269 2.7079 -3.0422
H 2.7690 4.3163 2.7443
H 2.7895 2.6085 -6.2918
H -0.3753 -0.5769 4.3510
H 4.0503 4.0458 -1.1400
W 0.4661 -0.3090 -0.0817
H 2.0270 -5.7434 -2.9243
H -2.2214 0.9215 -5.2923
H 1.3877 -5.4570 -1.2944
H -5.2787 -2.2341 1.0453
H 4.5746 2.5934 2.2510
C -2.1359 -0.4478 -3.6567
C -2.3614 -0.1452 -5.1047
C -2.6768 -2.6654 1.8916
N 0.6073 -4.2132 -2.7840
H -6.2285 -1.9159 -3.0725
H 0.0901 2.1097 6.9293
H 0.1113 3.2226 5.5581
C -1.0873 0.1001 -2.8542
C 5.9156 -0.8094 3.5951
C 1.7923 2.3919 -0.8248
C 1.7164 -4.9742 -2.2166
C 2.6724 -0.9889 0.9931
H -0.6088 -2.6258 -2.3010
C -0.1873 1.0232 -3.3536
C -5.3426 -1.3401 -2.8068
C 2.2831 3.1599 -1.9398
C 2.8911 3.4202 3.3568
H 3.7633 4.3871 -2.8212
H 2.1243 4.1934 -4.4742
H 1.2147 0.3562 5.5447
C -2.1437 -1.9831 0.7472
C -2.1717 -2.5607 4.4077
H 3.3299 6.4170 -1.4298
H -0.8805 1.7724 5.4923
H -2.1882 -1.6633 5.0315
H 4.1352 -2.8078 -2.9545
H -1.6025 -0.7205 -7.0619
H 3.7003 2.2493 -4.8219
H -0.2671 1.2920 -4.3969
H 2.0948 -3.5600 -0.0704
H -3.7503 -4.2634 0.9768
C 0.7577 1.6564 -2.5924
C 5.0124 -0.3947 1.5514
C 0.4912 0.6339 2.8605
C 4.3307 2.9080 3.2669
C -1.0772 -3.5132 4.8913
H -1.6417 -2.0353 -5.8870
C 3.8121 -0.9936 1.9171
O 1.6041 -1.6190 1.2588
H -3.4040 -0.3511 -5.3531
C 3.2616 4.2878 -1.8568
C -1.4459 -0.9691 -6.0128
C -0.2999 -0.4067 3.2860
C 3.6624 -1.5129 3.1996
N 6.0538 -0.3175 2.3709
H -3.4855 -2.7084 -0.7073
H -5.4024 -0.3718 -3.3047
N 2.8514 -4.1015 -1.9245
H 2.3378 1.2340 -5.2796
C 1.5945 2.0301 1.5864
N 0.8969 1.4316 -1.2432
C 0.2011 -3.1837 -1.8459
H -1.0809 -4.4350 4.3086
C 4.7408 -1.4056 4.0521
H 4.4719 2.0437 3.9188
H -1.2216 -3.7725 5.9395
H 5.1337 0.0227 0.5592
H 2.7319 -1.9673 3.5100
C 1.0698 -3.5595 -4.0104
N -1.1237 -1.1319 1.0973
C -5.1744 -2.9147 1.8920
H -0.0877 -3.0646 4.7863
C 1.2466 1.4820 3.7348
H 2.6722 3.7300 4.3801
H 5.0433 3.6772 3.5631
C -2.2101 -1.2646 -1.5714
N -1.1101 -0.4133 -1.5657
N 2.2052 -2.6697 -3.7539
H -5.3666 -1.1559 -1.7315
C -2.8360 -1.3012 -2.8583
C 2.1239 2.6623 0.4842
H -0.3926 -0.7980 -5.7791
H -3.1507 -3.0247 4.5394
H -0.1494 -3.6350 -0.9149
H 0.7799 3.1910 -4.9347
H 2.1897 1.7944 5.6089
C 3.2847 -3.4595 -3.1642
C -2.6539 -2.0435 -0.5239
C 2.5960 5.6137 -1.4848
C -4.0650 -2.0794 -3.2067
Br 4.6440 -2.0342 5.8215
O 2.6768 -0.2792 -0.0584
H 6.7670 -0.7253 4.2603
H -4.0381 -3.0629 -2.7317
H 0.9806 -1.0794 -3.2500
H -5.2793 -2.3206 2.8004
H -5.9957 -3.6296 1.8564
H 2.6239 -0.9841 -2.5818



124
Properties=species:S:1:pos:R:3 method="wB97M-V/def2-TZVPD" multiplicity=5 e_homo_ev="-8.25 / -10.24" total_charge=+1 lumo_ev="-3.53 / -3.50" gap_ev="4.719 / 6.737"
C -4.5910 -2.6961 0.4601
C 4.4997 -0.7124 -4.1222
H -5.5624 3.0830 -1.4654
H 1.0070 0.5350 4.7850
H -3.7504 -1.0267 -1.5538
N -0.4182 -1.9670 0.1763
H 7.4829 -1.1470 2.4006
C -4.0781 -2.0103 -1.8986
H 6.7763 -5.3323 -1.9881
C -4.7297 2.3960 -1.6211
H 8.1144 -2.0239 0.9993
H 2.6904 1.5867 2.8988
H -4.4318 -3.4474 1.2362
C 5.1609 2.3643 0.8710
H -1.9719 -5.1933 -0.9831
C 4.7885 -2.6152 -2.4598
C -1.5473 -4.2569 -0.6522
H -3.5425 -2.2603 -2.8167
H 5.9887 2.9163 0.4533
C 5.7516 -2.6172 -0.2252
C 4.6510 1.1516 0.3932
C 0.0793 0.0216 5.0314
C 5.4632 -3.8010 -2.7196
S 2.1359 -2.8143 0.1850
H 6.0389 0.2656 -1.0305
H -4.0902 5.0369 -2.2407
C 5.0550 0.2165 -0.5688
N -1.1369 0.3317 -0.9217
N 2.3115 3.7731 -1.8263
C -4.5313 1.0287 3.2753
C -3.3908 3.1482 -1.5059
H 5.9066 -2.9059 1.8643
H 0.3348 -1.0253 5.2101
H 1.2913 -5.5824 0.4196
C 4.9323 -2.0155 -1.1975
C 1.2717 5.3092 -0.2593
C -2.2968 2.1203 -1.7489
C -2.2090 0.4300 4.1307
C -3.3594 4.2827 -2.5314
C -0.6539 1.0546 -3.1373
H 0.0999 -6.3182 -0.6727
H -5.4456 -4.3165 -1.5371
C 7.3095 -1.3772 1.3492
H 4.4949 3.5585 2.6162
H 2.9366 -1.8921 -3.2010
C 0.6001 5.4284 0.9193
H 5.5307 -0.8387 -4.4555
Cr 2.4100 -0.4327 0.0717
N 1.6687 1.6870 -0.4590
H -6.2458 0.5660 4.4972
C -1.6198 2.0085 -2.9826
H -3.8882 -4.7362 -2.2504
H 4.4848 0.0770 -3.3748
C -5.1968 0.2761 4.4358
H -4.8508 1.2265 1.1425
H -0.3385 0.4428 5.9435
H -0.3038 4.4171 2.6041
H -3.9975 3.0935 2.8080
H -4.2658 -5.2090 -0.5792
H -5.1511 -0.8033 4.2794
S 1.1090 -0.5044 2.2337
C 3.9522 -2.0267 -3.5626
C 0.2379 4.2819 1.6764
N -1.7784 -2.0449 -0.0598
H 5.1485 -1.3816 1.4520
H 1.0689 1.1901 -4.4136
C 3.4433 1.6770 2.1340
H -0.4846 1.4001 -5.2318
C 6.4019 -3.8081 -0.5305
C 1.2841 2.8508 0.0737
N -2.0812 1.2681 -0.7883
H -5.6811 -0.1557 1.8681
C -3.1219 0.5123 3.0426
H -5.6619 -2.6442 0.2538
B -1.1809 -0.6919 0.2102
C 1.6353 4.0137 -0.7076
H 0.2692 2.1563 1.8581
H -4.7345 0.5068 5.3964
C -4.4023 2.5188 3.6432
C 0.4322 -3.0003 0.0061
C -3.2312 3.7383 -0.0986
H -5.1429 -1.9547 -2.1304
H 7.3692 -0.4426 0.7899
C 0.5555 3.0179 1.2731
H 1.5544 6.1648 -0.8572
C 5.9498 -2.0646 1.1699
C -0.9070 0.1131 3.9132
H -4.8296 1.9464 -2.6116
Se 2.5330 2.0532 -1.9664
H -3.6265 3.9358 -3.5312
H 3.9005 -0.3857 -4.9743
H -6.2988 1.4841 2.1302
N 3.5800 0.7490 1.1767
C -0.3295 0.2568 -2.0048
H 0.3365 6.4098 1.2905
H 7.0156 -4.2755 0.2309
H -5.3860 2.9213 3.8891
H 1.4240 -5.3211 -1.3076
C -0.1518 -4.2133 -0.3652
H -3.1333 2.9396 0.6354
C 0.7062 -5.4333 -0.4901
H 5.3556 -4.2555 -3.6970
H -4.7803 1.6004 -0.8779
H -4.2595 -1.7273 0.8326
N -2.7497 0.1982 1.8407
C -2.3650 -3.1565 -0.5288
S 1.0505 -0.7508 -2.0509
C 4.3886 2.6949 1.9800
H -4.1021 4.3480 0.1456
C -0.5100 -0.1555 2.5601
H 0.0580 -0.2114 -4.6986
C -3.8441 -3.0861 -0.8251
H -3.7518 2.6639 4.5075
N -1.4733 -0.1492 1.6113
C 0.0349 0.8496 -4.4498
C 6.2653 -4.4044 -1.7675
C -5.3940 0.8855 2.0208
H -1.8585 2.6673 -3.8053
H -2.3795 4.7639 -2.5713
H -2.3404 4.3689 -0.0458
H 3.9055 -2.7515 -4.3762
C -4.3809 -4.4246 -1.3283
N 4.2660 -0.8022 -0.8018
H -2.5509 0.6183 5.1393



Result set for DFT total energy: -5148.8381, -7077.8381 Eh, one per record in the order listed.